# 1
{
  "formula": "C5H5ClN2S",
  "method": "ωB97M-V/def2-TZVPD",
  "symbols": ["C", "H", "H", "N", "Cl", "H", "H", "C", "H", "C", "C", "S", "C", "N"],
  "positions_angstrom": [[0.992345, -1.052314, -1.222838], [1.881539, -1.382870, 1.231934], [-1.298128, -0.605866, -0.965214], [4.307987, -0.261696, -1.572928], [-2.205984, -1.714472, 0.984980], [3.429374, -0.187982, -2.087616], [0.042828, -1.452367, 2.080093], [0.236000, -1.323262, -0.056371], [-1.064700, -2.480855, -0.979725], [0.803970, -1.356145, 1.173477], [-1.164048, -1.546159, -0.421660], [5.069286, 0.446423, 0.997482], [4.737936, 0.050183, -0.500733], [1.602574, -0.478154, -2.008603]],
  "forces_ev_per_angstrom": [[1.1, 1.2, 0.1], [0.0, 0.4, 0.5], [-1.5, -0.6, -0.5], [1.3, 0.3, 0.8], [-0.4, 0.0, -0.3], [0.3, 0.0, 0.2], [2.2, 0.1, -1.9], [1.6, -0.8, 2.7], [-1.1, 0.3, -0.4], [-2.5, -0.4, 0.0], [0.4, 0.5, 0.3], [0.5, -0.1, -0.2], [-1.8, -0.1, -0.7], [-0.2, -0.5, -0.6]],
  "lowdin_charge": [-0.16, 0.07, 0.10, 0.11, 0.63, 0.02, 0.09, -0.43, 0.11, 0.10, -0.57, 0.63, -0.87, 0.19],
  "orbital_gap_ev": 9.248,
  "e_above_lowest_kj_mol": 10.0,
  "fmax_ev_per_a": 3.27,
  "smiles": "C=C(C#N)CCl.N=C=S",
  "e_tot_ev": -31601.79212
}

***

# 2
{
  "formula": "C3H7N2O",
  "method": "ωB97M-V/def2-TZVPD",
  "symbols": ["O", "H", "C", "N", "C", "H", "H", "H", "C", "N", "H", "H", "H"],
  "positions_angstrom": [[-3.145944, 0.003670, -0.161317], [1.870208, 0.638508, 1.283957], [-2.153155, -0.569793, -0.535816], [2.011655, -0.152515, 0.640660], [-0.505733, -0.029679, -0.135159], [-2.167390, -1.462769, -1.200335], [0.148382, 1.978086, -0.512958], [2.602982, 0.058640, -0.296719], [0.566813, -0.686164, 0.460765], [-0.552639, 1.262264, -0.485285], [0.213954, -1.592465, 0.846605], [-1.434967, 1.466954, -0.966970], [2.545833, -0.914737, 1.062573]],
  "forces_ev_per_angstrom": [[2.8, -0.8, -0.8], [1.1, -0.1, -0.3], [0.2, 0.0, 1.3], [-1.1, -0.5, -2.2], [0.4, 0.5, 0.7], [0.1, 0.4, 0.3], [0.3, -0.1, 0.1], [-2.1, -0.1, 2.5], [-1.9, 1.2, -2.1], [-1.7, 0.1, -1.2], [1.1, -1.6, 0.8], [0.9, 0.8, 0.4], [-0.1, 0.3, 0.5]],
  "lowdin_charge": [0.11, 0.16, -0.09, 0.17, -0.22, 0.14, 0.11, 0.24, -0.08, 0.11, 0.08, 0.11, 0.15],
  "orbital_gap_ev": 9.085,
  "e_above_lowest_kj_mol": 345.6,
  "fmax_ev_per_a": 3.24,
  "smiles": "N/C(C=O)=C\\[NH3+]",
  "e_tot_ev": -8242.55709,
  "total_charge": 1
}

***

# 3
{
  "formula": "C3H7N4S2",
  "method": "ωB97M-V/def2-TZVPD",
  "symbols": ["N", "C", "H", "S", "H", "N", "H", "C", "H", "H", "N", "C", "H", "S", "H", "N"],
  "positions_angstrom": [[-0.816771, 0.609981, -0.246637], [2.242883, 0.300890, 1.230480], [-2.802369, -1.828282, -0.412792], [-3.440483, 0.901473, 0.329085], [0.969306, 0.572310, -1.954005], [-2.062575, -1.155589, -0.623043], [-0.902187, 1.563541, 0.147372], [-2.102935, 0.092338, -0.102241], [0.552216, 0.079108, 2.294450], [-1.261520, -1.456047, -1.085791], [1.005648, -0.093774, 1.370197], [1.260464, -0.011661, -1.102065], [1.631884, -0.904936, -1.552592], [2.765664, 0.874675, -0.327023], [2.758066, 0.667454, 2.162442], [0.202707, -0.211482, -0.127841]],
  "forces_ev_per_angstrom": [[-1.2, 2.8, 1.5], [-1.1, 2.1, 0.2], [0.4, 0.6, -0.4], [0.4, 0.4, 0.5], [-0.7, 0.7, 0.0], [-2.7, -0.3, 1.4], [1.3, -0.1, -0.5], [-0.7, -2.5, -1.6], [-0.1, -0.8, -1.1], [1.2, -0.8, -0.6], [0.7, 0.2, -1.4], [1.6, 1.1, 0.6], [0.3, -1.0, 0.5], [-1.0, -1.7, 0.7], [-0.1, -0.8, -1.1], [1.7, 0.0, 1.3]],
  "lowdin_charge": [-0.04, -0.38, 0.13, 0.72, 0.10, 0.11, 0.15, -0.96, 0.18, 0.07, 0.10, -0.32, 0.08, 1.03, 0.13, -0.10],
  "orbital_gap_ev": 6.999,
  "e_above_lowest_kj_mol": 296.3,
  "fmax_ev_per_a": 3.37,
  "e_tot_ev": -30845.22867,
  "total_charge": 1
}

***

# 4
{
  "formula": "C5H10NO2",
  "method": "ωB97M-V/def2-TZVPD",
  "symbols": ["H", "O", "H", "C", "H", "H", "C", "C", "H", "H", "H", "H", "H", "N", "C", "C", "O", "H"],
  "positions_angstrom": [[-0.844121, -1.529173, 2.232404], [1.415336, 2.015809, -0.429484], [0.865854, 0.166077, 2.360665], [0.409613, 1.437596, -0.513152], [-0.577760, 2.513777, -1.920284], [0.578915, -2.700094, 1.636895], [-0.170139, 0.249693, 0.279810], [0.779465, -0.424851, 1.310139], [-0.361146, -0.482817, -1.486540], [-0.087324, -2.804640, -0.416104], [1.918029, -0.579937, 1.017928], [-0.924733, 0.838884, 0.878224], [-1.654045, -2.676062, 0.167102], [-0.821163, -0.846042, -0.603288], [-0.635357, -2.096374, 0.094972], [-0.001837, -1.836316, 1.420189], [-0.624192, 1.711216, -1.462454], [-1.785153, -0.618397, -0.663517]],
  "forces_ev_per_angstrom": [[1.9, -1.5, -1.7], [1.1, 0.5, 0.6], [-0.6, -1.4, -2.6], [-2.8, -0.7, -2.3], [0.7, 2.2, -1.1], [0.5, -0.4, 1.0], [0.9, 1.9, 2.4], [1.5, -1.1, 0.8], [-0.8, -2.0, 0.3], [1.6, -0.9, -1.7], [-2.5, 0.5, 0.0], [0.1, -1.2, -0.6], [1.6, 1.5, 0.0], [1.8, 3.9, -0.3], [-2.8, -2.2, 0.8], [-1.7, 3.4, 2.5], [0.5, -2.8, 2.3], [-1.1, 0.3, -0.4]],
  "lowdin_charge": [0.17, 0.23, 0.18, -0.43, 0.10, 0.11, -0.17, -0.09, 0.21, 0.11, 0.16, 0.19, 0.19, 0.13, -0.16, -0.14, 0.08, 0.17],
  "orbital_gap_ev": 11.771,
  "e_above_lowest_kj_mol": 191.6,
  "fmax_ev_per_a": 4.54,
  "smiles": "O=C(O)[C@@H]1CCC[NH2+]1",
  "e_tot_ev": -10924.06612,
  "total_charge": 1
}